(1)
19
Properties=species:S:1:pos:R:3:forces:R:3 method="wB97M-V/def2-TZVPD" charge=0 de_lowest_kcal_mol=23.3 homo_lumo_gap_ev=9.47 multiplicity=1 e_tot_ev=-30563.0333
C -3.09807 1.01892 -0.53412 2.891 1.019 -0.842
S -2.07847 0.83276 0.98091 0.055 -0.483 0.545
C -0.57603 -0.07067 0.42156 0.567 -0.424 -0.205
C -0.89478 -1.28121 -0.35948 0.172 1.239 1.879
N -1.15155 -2.04819 -1.15601 -0.541 -1.645 -1.041
C 0.59802 -0.16166 1.51368 -2.722 -0.224 2.370
C 1.64780 -0.97887 1.00333 1.690 -0.663 -1.652
C 2.23591 -0.68468 -0.15741 -0.528 0.317 1.266
C 2.00607 0.56821 -0.96058 -0.740 -1.751 0.081
S 0.17470 0.89813 -0.93631 0.523 1.655 -0.749
H -3.75250 0.19412 -0.73798 -0.186 -0.337 -0.029
H -2.24846 1.13985 -1.32690 -2.159 -0.179 0.888
H -3.60927 1.98697 -0.41175 0.102 -0.536 -0.146
H 0.43121 -0.60769 2.58070 -0.923 1.201 -1.868
H 0.81643 0.88389 1.57813 0.515 0.664 0.553
H 1.87615 -1.90729 1.52442 0.015 0.137 -0.293
H 2.85214 -1.44053 -0.51369 1.410 -0.933 -1.017
H 2.54795 1.41013 -0.48253 -0.248 -0.348 -0.924
H 2.22274 0.24781 -2.02597 0.106 1.291 1.186

---

(2)
19
Properties=species:S:1:pos:R:3:forces:R:3 method="wB97M-V/def2-TZVPD" charge=0 de_lowest_kcal_mol=29.0 homo_lumo_gap_ev="8.21 / 8.21" multiplicity=1 e_tot_ev=-30562.7862
C 2.55946 1.52451 -1.35367 -2.415 1.183 -1.511
N 2.11610 0.26024 -0.80888 -6.060 -0.066 3.589
C 0.87445 0.20984 -0.07148 6.356 -0.154 -3.263
S -0.04956 1.58575 0.43118 2.523 0.412 0.472
C -1.67270 1.14442 0.00763 -1.033 1.937 -1.027
C 0.42740 -1.11733 0.28637 -0.617 -0.291 0.560
C -0.48385 -1.40138 1.26596 0.014 1.709 1.096
C -0.88586 -2.75915 1.41049 1.270 1.128 -1.629
C -0.23791 -3.51121 0.41758 -0.205 2.401 1.702
S 0.89088 -2.53841 -0.48621 -0.406 -1.429 -0.577
H 1.68537 2.19061 -1.87731 1.456 -1.535 1.365
H 3.11781 1.16699 -2.23712 0.767 1.013 0.753
H 2.97324 2.23731 -0.60053 0.446 -0.791 -0.811
H -1.62034 0.41866 -0.83262 -0.628 0.797 0.480
H -1.90334 2.26571 -0.28164 -0.952 -2.578 0.046
H -2.25547 0.80211 0.86456 -0.096 0.017 -0.381
H -0.69318 -0.49439 1.89590 -0.460 -1.459 -0.267
H -1.60224 -2.96949 2.18404 -0.059 -0.876 -0.124
H -0.31224 -4.54709 0.32784 0.098 -1.419 -0.473

---

(3)
19
Properties=species:S:1:pos:R:3:forces:R:3 method="wB97M-V/def2-TZVPD" charge=0 de_lowest_kcal_mol=15.9 homo_lumo_gap_ev=6.66 multiplicity=1 e_tot_ev=-30563.3509
C -1.71365 0.42539 0.41873 0.073 0.221 0.044
C -1.69862 -0.92944 0.02571 0.099 -0.250 0.020
C -0.41130 0.86186 0.44696 -0.527 0.576 0.194
C -0.38694 -1.29681 -0.16612 -0.380 -0.502 -0.236
C 2.25955 -0.11244 0.14467 -3.634 -0.925 0.392
C 0.15105 2.18824 0.82139 0.031 -0.072 -0.171
C 0.20730 -2.59956 -0.56451 0.100 0.087 0.085
N 0.35314 -0.18544 0.05989 4.730 0.499 0.051
S 3.00368 -1.07522 1.15611 -0.164 0.250 -0.203
S 2.71286 1.04368 -1.00497 -0.313 0.178 -0.329
H -2.58230 1.01643 0.64100 -0.095 0.143 0.089
H -2.55660 -1.56590 -0.08603 -0.070 -0.178 -0.075
H 0.51473 2.72938 -0.05535 -0.003 0.106 0.087
H -0.62048 2.78473 1.29789 -0.037 0.076 0.044
H 0.98144 2.07267 1.51853 0.045 0.100 0.074
H 0.88164 -2.47558 -1.41299 0.020 -0.094 -0.067
H 0.77854 -3.03491 0.25628 0.028 -0.105 -0.017
H -0.58392 -3.29072 -0.83978 -0.017 -0.062 -0.051
H 4.02654 0.95881 -0.75795 0.114 -0.048 0.069

---

Question: What is the multiplicity in the second record?
Answer: 1